[1]
{
  "formula": "C21H27Cl2F2N6O3",
  "method": "wB97M-V/def2-TZVPD",
  "species": ["C", "H", "H", "C", "F", "H", "H", "Cl", "O", "C", "N", "N", "C", "H", "H", "H", "C", "C", "H", "C", "C", "H", "N", "C", "N", "C", "O", "Cl", "H", "H", "C", "C", "C", "H", "H", "F", "H", "C", "C", "C", "H", "H", "H", "H", "H", "N", "C", "C", "H", "H", "H", "H", "C", "C", "N", "H", "H", "O", "H", "H", "C"],
  "coordinates": [[0.726, 0.151, -1.379], [1.951, 3.648, -1.125], [-2.378, 2.905, -1.646], [-1.151, 0.600, -0.506], [-4.977, 2.468, -1.140], [-3.692, -0.948, 0.835], [-2.987, 2.445, 0.373], [3.388, 0.331, -1.641], [-4.091, 0.644, -1.954], [1.359, -5.772, 4.637], [-0.751, 1.719, -1.154], [0.469, 1.419, -1.735], [1.172, 1.971, -3.977], [-0.542, 4.295, 1.804], [1.892, -3.017, 3.736], [1.397, -2.667, 2.070], [1.317, -3.380, 2.884], [-2.106, -1.051, 2.202], [0.271, -3.461, 3.177], [2.511, 3.756, -4.463], [2.579, 4.139, -3.117], [3.054, -3.610, -2.487], [1.824, -5.751, 3.263], [-1.337, 3.024, -1.371], [-0.237, -0.366, -0.629], [-3.350, 1.446, 0.163], [-0.170, 4.842, -0.174], [0.552, -2.737, -2.491], [0.627, 1.103, -4.316], [3.024, 4.337, -5.212], [1.192, 2.288, -2.622], [-1.274, 3.991, -0.215], [-4.154, 1.430, -1.105], [3.149, 5.007, -2.838], [-4.048, 1.214, 0.961], [-0.728, -1.199, 2.217], [2.188, -6.607, 2.873], [1.970, -1.836, -2.220], [3.213, -2.549, -2.594], [1.927, -0.568, -1.773], [-2.523, -1.996, 2.541], [0.998, -4.791, 4.926], [0.439, 3.077, 0.800], [0.544, -6.488, 4.758], [-2.233, 4.409, 0.062], [-2.322, 0.446, 0.155], [-0.297, 3.864, 0.847], [-2.485, 0.044, 3.188], [3.457, -2.339, -3.631], [-2.989, -0.376, 4.048], [4.031, -2.267, -1.945], [2.166, -6.054, 5.314], [1.904, 3.390, -2.169], [1.844, -4.710, 2.398], [1.830, 2.688, -4.888], [-3.132, 0.805, 2.769], [-1.584, 0.524, 3.550], [2.271, -4.843, 1.261], [-0.825, 3.468, -2.215], [-2.263, -1.650, 0.138], [-2.613, -0.855, 0.784]],
  "energy_ev": -67770.370,
  "total_charge": 1,
  "e_lumo_ev": -3.059
}



[2]
{
  "formula": "C27H28N6OPbS",
  "method": "wB97M-V/def2-TZVPD",
  "species": ["N", "C", "C", "C", "H", "C", "N", "C", "H", "C", "C", "N", "H", "H", "C", "H", "C", "C", "H", "H", "C", "H", "H", "H", "C", "Pb", "H", "H", "N", "H", "O", "C", "H", "C", "C", "C", "H", "N", "H", "H", "C", "C", "C", "H", "H", "H", "H", "C", "H", "H", "H", "H", "H", "C", "C", "C", "N", "C", "H", "H", "C", "C", "S", "C"],
  "coordinates": [[2.888, -1.295, 2.740], [0.563, 1.571, -2.846], [-5.003, -1.004, 0.474], [-0.912, 6.053, 0.214], [2.690, -1.593, 3.683], [-3.350, -0.060, -0.944], [0.459, 4.047, 0.824], [-1.584, -1.172, 2.062], [3.274, 3.585, -2.530], [1.578, 5.648, -2.627], [1.254, 4.258, -2.794], [-2.401, -0.305, -0.041], [3.844, -1.203, 2.441], [1.146, 5.982, 0.821], [-4.676, -0.386, -0.721], [-4.236, -1.764, 2.340], [-1.373, -2.852, 3.889], [-2.677, -0.850, 4.261], [-0.824, 4.655, -3.174], [-0.748, -3.457, 3.247], [-2.446, 4.343, 1.314], [-0.803, -0.108, -3.148], [-2.280, 2.297, 0.608], [0.027, 5.641, 2.133], [0.158, 0.162, -2.722], [-0.042, -0.123, -0.477], [-1.313, -4.236, 5.519], [-2.540, 6.468, 1.568], [1.800, 6.753, -2.403], [-3.036, 0.412, -1.869], [0.153, 1.951, 0.211], [-1.876, -1.635, 3.432], [-5.424, -0.170, -1.471], [-1.687, -3.284, 5.167], [-0.413, 2.552, -3.041], [-2.960, -1.275, 5.549], [-3.500, 4.116, 1.474], [-0.388, -1.003, 1.609], [-1.444, 2.260, -3.208], [-3.045, 5.933, -0.016], [-2.472, -2.495, 5.998], [-0.365, 3.086, 0.481], [-0.074, 3.890, -3.022], [-6.026, -1.292, 0.678], [-2.706, -2.833, 6.998], [-1.973, 4.260, 2.297], [1.426, 3.747, 0.874], [0.210, 5.486, 1.068], [-3.565, -0.658, 6.200], [-3.066, 0.099, 3.908], [-0.800, 5.662, -0.800], [-2.088, 3.486, -0.659], [2.663, 1.191, -2.574], [1.873, -1.063, 1.909], [-4.009, -1.266, 1.408], [2.243, 3.286, -2.665], [0.671, -1.221, 2.405], [1.895, 1.948, -2.692], [0.918, -0.595, -2.902], [-0.764, 7.129, 0.130], [-2.305, 5.762, 0.769], [-2.705, -0.895, 1.124], [2.332, -0.582, 0.282], [-1.853, 3.275, 0.392]],
  "energy_ev": -55510.330,
  "total_charge": 2,
  "e_lumo_ev": -7.336
}